Entry from OMol25: a molecular structure, C56H84GeN9O3P3S2W at a distorted geometry (wB97M-V/def2-TZVPD).

Element x y z (Å)
W1 -0.0074 0.0107 -0.0900
C1 -1.9778 -3.6033 2.2135
C2 -2.5161 -2.9722 0.9265
C3 -3.5773 -1.9199 1.2472
P1 -1.2334 -2.3601 -0.3035
C4 -0.0016 -3.7038 -0.2348
N1 0.9920 -3.4226 0.7572
Ge1 1.2406 -1.6271 1.4719
N2 3.1000 -1.0340 1.6852
C5 3.5863 0.2021 1.1325
P2 2.5353 1.1166 -0.0684
C6 3.5658 0.9095 -1.6373
C7 4.1306 -0.5190 -1.7322
C8 4.7379 1.8787 -1.7900
C9 2.9097 2.8634 0.5890
C10 4.3515 3.1296 1.0599
C11 2.5179 4.0343 -0.3188
C12 3.8738 -1.4342 2.7725
C13 5.0812 -0.8336 3.1480
C14 5.7163 -1.2109 4.3214
C15 5.1579 -2.1657 5.1560
C16 3.9904 -2.8061 4.7682
C17 3.3902 -2.4722 3.5682
N3 2.2828 -3.1696 2.9765
C18 2.7023 -4.2689 2.1426
C19 3.7258 -5.1540 2.4252
C20 3.9106 -6.2681 1.6168
C21 3.0639 -6.4870 0.5394
C22 2.0710 -5.5739 0.2222
C23 1.9000 -4.4317 1.0105
C24 1.2436 -3.5078 3.9185
C25 1.2302 -4.6674 4.6726
C26 0.2939 -4.8241 5.6843
C27 -0.6103 -3.8038 5.9334
C28 -0.6438 -2.6729 5.1331
C29 0.2655 -2.5200 4.0792
N4 0.2269 -1.4871 3.1560
C30 -0.8252 -0.5333 3.3872
P3 -0.8987 0.8482 2.1818
C31 -2.6019 1.6437 2.4629
C32 -3.3140 1.0859 3.6946
C33 -3.5889 1.7043 1.2952
C34 0.2044 2.1073 3.0472
C35 1.5165 1.4392 3.4748
C36 -0.4014 2.8114 4.2627
C37 -2.1720 -2.8097 -1.8737
C38 -2.2883 -4.3251 -2.0772
C39 -1.6297 -2.2075 -3.1722
H1 -2.6191 -4.4399 2.4941
H2 -2.0078 -2.8954 3.0382
H3 -0.9606 -3.9841 2.1369
H4 -2.9991 -3.7553 0.3445
H5 -3.1169 -1.0557 1.7246
H6 -4.3180 -2.3439 1.9257
H7 -4.0966 -1.5780 0.3512
H8 0.4280 -3.8145 -1.2367
H9 -0.5221 -4.6347 0.0125
H10 4.5375 0.0285 0.6230
H11 3.7755 0.8948 1.9576
H12 2.8683 1.0873 -2.4610
H13 5.1410 -0.5512 -1.3246
H14 4.2109 -0.8093 -2.7798
H15 3.5398 -1.2613 -1.2006
H16 5.4331 1.7848 -0.9573
H17 4.4375 2.9180 -1.8891
H18 5.2790 1.6069 -2.6978
H19 2.2631 2.8905 1.4693
H20 4.9481 3.5619 0.2613
H21 4.8855 2.2667 1.4481
H22 4.3056 3.8650 1.8640
H23 2.9978 3.9790 -1.2965
H24 2.8572 4.9580 0.1535
H25 1.4514 4.1199 -0.4552
H26 5.5504 -0.0828 2.5272
H27 6.6555 -0.7448 4.5875
H28 5.6411 -2.4299 6.0860
H29 3.5601 -3.5755 5.3949
H30 4.3697 -4.9970 3.2797
H31 4.6913 -6.9791 1.8476
H32 3.1841 -7.3731 -0.0694
H33 1.4294 -5.7625 -0.6293
H34 1.9638 -5.4405 4.4870
H35 0.2921 -5.7190 6.2905
H36 -1.3095 -3.8889 6.7546
H37 -1.3874 -1.9146 5.3403
H38 -0.7031 -0.0754 4.3757
H39 -1.8096 -1.0171 3.3831
H40 -2.3125 2.6741 2.6604
H41 -3.7066 0.0843 3.5194
H42 -4.1669 1.7304 3.9103
H43 -2.6854 1.0726 4.5835
H44 -4.0065 0.7315 1.0519
H45 -3.1290 2.1224 0.4041
H46 -4.4145 2.3577 1.5847
H47 0.4037 2.8631 2.2827
H48 1.3799 0.8676 4.3933
H49 2.2742 2.1965 3.6831
H50 1.8982 0.7557 2.7178
H51 -0.7585 2.1056 5.0137
H52 -1.2048 3.5040 4.0216
H53 0.3895 3.4012 4.7279
H54 -3.1695 -2.3990 -1.6901
H55 -1.3510 -4.7408 -2.4472
H56 -3.0520 -4.5086 -2.8333
H57 -2.5825 -4.8817 -1.1901
H58 -0.6921 -2.6925 -3.4477
H59 -1.4684 -1.1368 -3.1074
H60 -2.3373 -2.3977 -3.9803
C40 1.7419 5.8852 -3.7690
C41 1.2856 4.5804 -4.4182
C42 -0.1030 4.1473 -3.9591
N5 -0.0303 3.5659 -2.6116
C43 -0.9004 3.5383 -1.6218
S1 -0.5239 2.6163 -0.1847
N6 -2.0535 4.1909 -1.5851
C44 -2.6093 5.2699 -2.4409
O1 -3.6142 5.0139 -3.0275
C45 -1.9069 6.5565 -2.3880
C46 -2.2618 7.5270 -3.3314
C47 -1.6796 8.7794 -3.2874
C48 -0.7555 9.0810 -2.2940
C49 -0.4044 8.1240 -1.3496
C50 -0.9717 6.8640 -1.3939
H61 2.7508 6.1394 -4.0912
H62 1.7357 5.8187 -2.6798
H63 1.0824 6.7028 -4.0636
H64 2.0041 3.7772 -4.2151
H65 1.2523 4.7180 -5.4994
H66 -0.5176 3.4002 -4.6423
H67 -0.7636 5.0060 -3.9609
H68 0.8023 3.0201 -2.4464
H69 -2.6959 3.8992 -0.8609
H70 -2.9903 7.2787 -4.0926
H71 -1.9556 9.5247 -4.0207
H72 -0.3155 10.0683 -2.2454
H73 0.3035 8.3669 -0.5683
H74 -0.7115 6.1336 -0.6379
C51 3.8355 -3.8176 -3.6462
C52 2.5568 -3.7144 -2.8068
C53 1.9005 -2.3786 -2.8814
N7 1.3526 -1.7711 -1.8936
N8 0.8164 -0.5488 -2.1923
C54 0.9576 -0.2370 -3.4698
N9 0.5612 0.9153 -4.0395
S2 1.8079 -1.4564 -4.3614
H75 4.2184 -4.8340 -3.5946
H76 4.6097 -3.1471 -3.2753
H77 3.6381 -3.5864 -4.6946
H78 2.7648 -3.9255 -1.7559
H79 1.8470 -4.4660 -3.1686
H80 -0.2634 1.3272 -3.6105
H81 0.5971 0.9674 -5.0463
C55 -3.7857 0.5529 -2.2249
C56 -2.3933 0.5085 -1.6855
O2 -1.4298 1.0108 -2.2854
O3 -2.1719 -0.0509 -0.5457
H82 -3.7810 0.3090 -3.2854
H83 -4.1743 1.5678 -2.1172
H84 -4.4396 -0.1268 -1.6830

Summary:
- highest occupied orbital energy (alpha / beta) (eV) = -13.52 / -13.52
- <S²> = 0.785
- Kohn-Sham gap (alpha / beta) (eV) = 3.6 / 4.1
- total charge = +3
- LUMO (alpha / beta) (eV) = -9.943 / -9.403
- multiplicity = 2